The following is a DFT calculation (ωB97M-V/def2-TZVPD) of an isolated ion of composition C6H8NOS and charge +1 in a non-equilibrium geometry.

```
17
Properties=species:S:1:pos:R:3:forces:R:3:lowdin_charge:R:1
C 1.00691 0.06062 -1.33893 -0.6 -2.4 0.8 -0.121
C 2.20738 0.56096 -1.07688 2.6 2.1 -0.9 -0.432
C 0.61543 -0.71680 -0.17001 -2.5 0.9 -1.4 -0.355
C 1.46738 -0.64429 0.85215 2.3 1.3 -1.3 -0.346
C -0.76398 -1.27933 0.08452 -0.3 1.5 -1.6 -0.021
C -1.37756 0.93792 1.24911 -0.3 0.1 0.7 0.021
N -1.89187 -0.15391 0.25919 1.1 -0.1 0.5 0.067
O -1.26704 2.00342 0.56092 -0.3 2.2 0.7 0.066
S 2.90360 0.23660 0.43437 -1.3 -0.4 0.3 1.077
H 0.61472 -0.19453 -2.31583 -0.3 0.9 -0.1 0.124
H 2.85381 1.20291 -1.67163 -0.4 -0.4 -0.5 0.081
H -1.22777 -1.91462 -0.67126 0.4 -0.2 0.2 0.139
H -0.60268 -1.67566 1.02164 -0.8 -1.5 2.0 0.093
H 1.48944 -1.04247 1.78442 -0.6 -1.3 2.6 0.053
H -2.10492 0.24781 -0.62373 0.2 0.7 -1.5 0.132
H -2.81207 -0.54854 0.52724 0.8 0.0 0.7 0.181
H -1.11079 2.91991 1.09471 -0.1 -3.3 -1.2 0.242
```
Forces are in eV/Å.

Results
**Energy relative to the best compared isomer or geometry (same formula, charge and spin)**: 80.4 kcal per mole
**Charge**: +1
**E**: -761.2270 Eh
**Kohn-Sham gap**: 0.32165 Eh
**E_LUMO**: -0.15599 Eh


The following is a DFT calculation (ωB97M-V/def2-TZVPD) of one molecule with the formula C6H8O2 in a non-equilibrium geometry.

```
16
Properties=species:S:1:pos:R:3:forces:R:3:lowdin_charge:R:1
C 1.16595 1.81976 -0.48489 2.2 0.8 -1.6 -0.224
C -0.38871 0.25927 -0.50719 6.6 2.6 -3.4 -0.401
C -1.50238 -0.47180 -0.22990 -2.6 -0.7 4.3 -0.155
C -0.76770 -1.67314 0.21583 -1.2 -4.2 0.3 -0.085
C 0.45590 -1.46997 0.77140 -2.0 -0.4 -0.8 0.031
C 0.52795 0.03922 0.67047 2.8 -1.1 -1.9 -0.235
H 1.90218 1.80182 -1.41975 -2.1 1.0 1.2 0.171
H 1.34296 2.62143 0.23264 -0.6 1.0 -0.9 0.129
H 0.22037 -0.27028 -1.36174 -1.1 0.8 1.1 0.204
H -1.93333 -0.05070 0.71019 -0.2 -0.1 -0.2 0.164
H -2.31499 -0.60244 -0.81956 -2.0 -0.5 -2.5 0.099
H -1.39892 -2.63932 0.01756 1.8 1.4 0.9 0.148
H 1.01567 -2.28944 1.23811 0.1 0.9 -0.2 0.114
H 0.18730 0.52893 1.51533 -0.9 1.0 2.0 0.141
O -0.24028 1.64509 -0.74625 0.6 0.3 0.3 -0.022
O 1.72803 0.75156 0.19774 -1.4 -2.9 1.4 -0.079
```
Forces are in eV/Å.

Results
**Energy relative to the best compared isomer or geometry (same formula, charge and spin)**: 92.2 kcal per mole
**Charge**: 0
**E**: -383.7632 Eh
**SMILES**: C1=C[C@H]2OCO[C@@H]2C1
**Kohn-Sham gap**: 0.38363 Eh
**E_LUMO**: 0.04009 Eh


The following is a DFT calculation (ωB97M-V/def2-TZVPD) of one molecule with the formula C6H8O2 in a non-equilibrium geometry.

```
16
Properties=species:S:1:pos:R:3:forces:R:3:lowdin_charge:R:1
C -1.75978 0.64251 -0.41979 2.0 1.6 2.5 -0.261
C 2.22045 0.43818 0.02710 0.4 -0.1 -0.6 -0.040
C 0.25135 -1.08410 -0.22516 0.3 0.0 0.3 -0.055
C 0.74951 0.12562 -0.04526 0.8 0.0 -0.5 -0.284
C -0.21452 1.18612 0.14131 -3.2 -1.7 -0.2 -0.125
C -0.11831 -2.33297 -0.16050 -0.3 -0.1 -0.3 0.013
O -1.02597 1.70443 -0.91210 0.2 0.3 -0.6 0.001
O -2.78690 0.87626 0.49643 0.0 0.1 -0.3 0.008
H -2.46078 0.83017 1.40602 0.0 0.0 -0.5 0.100
H -2.03932 -0.09123 -1.16595 0.2 -0.2 0.2 0.145
H -0.06499 1.87984 0.96287 -0.4 0.1 0.1 0.139
H 2.74262 -0.28612 0.65612 0.0 0.0 -0.2 0.078
H 2.67754 0.43493 -0.96660 0.1 0.0 0.1 0.084
H 2.39652 1.42768 0.45970 -0.2 -0.1 -0.1 0.080
H 0.40133 -3.04847 0.47008 -0.5 0.3 0.7 0.062
H -0.96874 -2.70285 -0.72425 0.6 -0.2 -0.7 0.057
```
Forces are in eV/Å.

Results
**Energy relative to the best compared isomer or geometry (same formula, charge and spin)**: 119.0 kcal per mole
**Charge**: 0
**E**: -383.7204 Eh
**SMILES**: C=C=C(C)[C@H]1O[C@@H]1O
**Kohn-Sham gap**: 0.33411 Eh
**E_LUMO**: 0.02328 Eh


The following is a DFT calculation (ωB97M-V/def2-TZVPD) of one molecule with the formula C6H8O2 in a non-equilibrium geometry.

```
16
Properties=species:S:1:pos:R:3:forces:R:3:lowdin_charge:R:1
C 1.95744 1.42786 -0.02356 -0.1 2.0 -1.6 -0.056
C 0.63620 0.72613 -0.03344 -1.0 -1.3 1.4 -0.172
C -0.63146 1.24170 0.13906 1.5 0.0 -0.5 -0.033
C -2.02444 0.68618 -0.02558 1.3 2.3 1.3 -0.184
C -2.51312 -0.43508 -0.45206 -1.8 -2.1 -0.8 0.013
C 0.86713 -0.80678 0.01967 -1.0 -0.4 -0.5 -0.462
H 1.86724 2.52700 0.15240 -0.2 -0.7 -0.2 0.089
H 2.73394 1.09688 0.65357 -0.2 -0.7 0.2 0.083
H 2.35454 1.32414 -1.07285 -0.1 0.0 1.0 0.110
H -0.68011 2.32594 0.30529 0.2 -0.4 -0.2 0.109
H -2.78330 1.38367 0.32200 0.2 0.5 -0.6 0.101
H -2.00896 -1.37477 -0.53104 0.5 -0.2 -0.7 0.065
H -3.58995 -0.47670 -0.68462 0.5 -0.1 0.5 0.081
H -0.76964 -0.73879 0.96807 0.6 -0.7 0.3 0.072
O -0.08728 -1.41994 0.77272 0.0 0.5 -0.1 0.068
O 1.72801 -1.46848 -0.50489 -0.3 1.1 0.4 0.119
```
Forces are in eV/Å.

Results
**Energy relative to the best compared isomer or geometry (same formula, charge and spin)**: 39.2 kcal per mole
**Charge**: 0
**E**: -383.8476 Eh
**SMILES**: C=C/C=C(/C)C(=O)O
**Kohn-Sham gap**: 0.33968 Eh
**E_LUMO**: -0.00937 Eh


The following is a DFT calculation (ωB97M-V/def2-TZVPD) of C6H8O2 as an isolated structure in a non-equilibrium geometry.

```
16
Properties=species:S:1:pos:R:3:forces:R:3:lowdin_charge:R:1
C -1.83441 -0.76224 -0.69831 -1.0 -2.2 -0.4 -0.306
C -0.58346 -0.32791 -0.14784 -0.1 -1.0 1.5 -0.285
C 0.45469 -0.13368 -0.90799 1.7 2.1 -2.1 -0.016
C 1.68029 0.08352 -0.06094 -0.9 -2.3 1.2 -0.491
C 1.12720 -0.07147 1.31390 -2.6 0.3 2.3 -0.043
C -0.22459 -0.31002 1.32125 1.0 -0.4 -0.3 0.021
H -2.36706 0.99723 -0.61089 -2.1 -1.9 0.8 0.153
H -1.79458 -1.08028 -1.76165 0.1 0.8 0.1 0.131
H -2.02080 -1.70892 -0.22158 -0.6 -0.6 0.5 0.122
H 0.39504 -0.04043 -2.02779 0.3 -0.4 1.3 0.142
H 2.24558 -0.85342 -0.22016 0.5 0.1 -0.2 0.157
H 2.36426 1.59241 -1.24531 0.8 -1.5 5.7 0.281
H 1.62640 0.22822 2.24790 0.3 -0.6 -0.7 0.119
H -0.91835 -0.56556 2.20789 1.3 0.8 -1.7 0.141
O -2.85914 0.11492 -0.37198 1.0 3.4 -1.0 -0.053
O 2.45304 1.20528 -0.03911 0.3 3.4 -7.1 -0.073
```
Forces are in eV/Å.

Results
**Energy relative to the best compared isomer or geometry (same formula, charge and spin)**: 93.8 kcal per mole
**Charge**: 0
**E**: -383.7606 Eh
**Kohn-Sham gap**: 0.33304 Eh
**E_LUMO**: 0.00567 Eh


The following is a DFT calculation (ωB97M-V/def2-TZVPD) of one molecule with the formula C6H8O2 in a non-equilibrium geometry.

```
16
Properties=species:S:1:pos:R:3:forces:R:3:lowdin_charge:R:1
C 0.31336 1.85319 0.11624 -3.1 -0.6 1.3 -0.008
C 1.45711 1.25447 0.09182 -0.1 -3.7 0.5 -0.190
C -0.93505 0.88001 0.47484 1.1 2.2 -5.0 -0.086
C -0.73347 -0.57532 -0.21842 1.6 2.3 4.0 -0.156
C 0.61291 -0.93585 -0.74812 2.6 0.6 -2.8 -0.089
C 1.78220 -0.20502 -0.02032 -4.9 0.0 -0.1 -0.488
O 2.41107 0.79436 -0.72213 4.2 1.4 -1.8 0.129
O 2.37082 -1.08487 0.82718 0.8 0.1 0.1 0.096
H 0.08020 2.85720 -0.10519 0.0 1.0 -0.6 0.078
H -1.17783 0.90245 1.45976 -0.2 -0.7 3.1 0.045
H -1.86544 1.42956 0.03946 1.6 -1.0 0.2 0.126
H -0.90294 -1.14805 0.63398 -0.8 -1.7 1.2 0.086
H -1.47161 -0.66540 -0.88724 -2.6 -0.7 -2.5 0.060
H 0.94193 -2.01806 -0.82792 -1.1 1.0 0.4 0.136
H 0.60886 -0.55436 -1.83459 0.4 -0.5 1.4 0.150
H 3.10962 -0.65905 1.25196 0.5 0.2 0.5 0.110
```
Forces are in eV/Å.

Results
**Energy relative to the best compared isomer or geometry (same formula, charge and spin)**: 103.7 kcal per mole
**Charge**: 0
**E**: -383.7449 Eh
**SMILES**: O[C@@]12CCCC=C1O2
**Kohn-Sham gap**: 0.35194 Eh
**E_LUMO**: 0.02454 Eh


The following is a DFT calculation (ωB97M-V/def2-TZVPD) of one molecule with the formula C6H8O2 in a non-equilibrium geometry.

```
16
Properties=species:S:1:pos:R:3:forces:R:3:lowdin_charge:R:1
C -0.40774 0.04127 0.94776 0.8 2.5 1.2 -0.333
C 0.45911 -0.83725 1.78591 2.3 0.4 -5.9 -0.020
C 1.41717 -1.22933 0.88798 2.0 -2.0 0.3 -0.106
C 0.24262 0.01469 -0.58689 0.9 0.9 4.4 -0.301
C -0.63343 0.10874 -1.68822 5.3 -0.7 -2.8 -0.128
C 0.09922 1.40591 -1.35224 2.6 0.6 2.7 -0.032
H -2.29699 0.20410 0.55019 0.9 -1.6 1.6 0.130
H -0.28223 1.19502 1.39521 -0.6 -2.6 -1.3 0.175
H 0.43290 -0.97853 2.81110 -0.1 -0.5 1.5 0.086
H 2.23917 -1.98584 1.05885 -0.9 1.1 0.2 0.129
H -0.26591 -0.61591 -2.44881 0.2 1.3 -0.3 0.147
H -1.59366 -0.00803 -1.71867 -5.7 -0.3 0.7 0.041
H -0.37283 2.13763 -0.46048 1.1 -1.8 -3.2 0.144
H 1.15096 1.82086 -1.83459 -3.3 -1.2 0.9 0.154
O -1.74494 -0.41005 1.15399 -0.8 2.2 -2.6 -0.048
O 1.55658 -0.86330 -0.50110 -4.7 1.7 2.6 -0.040
```
Forces are in eV/Å.

Results
**Energy relative to the best compared isomer or geometry (same formula, charge and spin)**: 125.6 kcal per mole
**Charge**: 0
**E**: -383.7100 Eh
**SMILES**: O[C@H]1C=COC12CC2
**Kohn-Sham gap**: 0.35371 Eh
**E_LUMO**: 0.02796 Eh


The following is a DFT calculation (ωB97M-V/def2-TZVPD) of one molecule with the formula C6H8O2 in a non-equilibrium geometry.

```
16
Properties=species:S:1:pos:R:3:forces:R:3:lowdin_charge:R:1
C -0.50072 1.43424 0.71260 -1.0 0.5 -0.9 0.000
C -0.19976 0.38042 -0.36986 0.2 -0.2 -1.2 -0.354
C -1.46624 -1.17497 0.10925 -0.7 -1.6 -0.4 -0.108
C 0.00876 -1.08119 -0.11589 -0.8 0.4 1.2 -0.300
C 1.93048 -0.34761 -0.15782 0.6 2.4 -0.7 -0.145
C 1.23454 0.52264 -0.95588 0.2 -0.4 0.5 0.036
H -0.13807 2.40138 0.35004 0.1 -0.1 0.0 0.080
H -1.62114 1.58102 0.79385 1.3 -0.5 0.3 0.108
H 0.00195 1.27207 1.65865 -0.1 -0.3 0.2 0.086
H -1.97638 -2.13238 -0.18392 0.4 1.0 0.0 0.137
H -1.80899 -0.88938 1.08554 -0.2 0.4 0.5 0.112
H 0.17898 -1.53659 -1.09768 0.2 -0.1 0.3 0.167
H 2.99158 -0.40011 0.03529 0.1 0.0 -0.3 0.130
H 1.73097 1.20140 -1.63412 -0.3 0.3 0.1 0.099
O -1.56124 -0.11163 -0.87965 0.3 0.4 -0.1 -0.066
O 1.19528 -1.11932 0.64959 -0.3 -2.1 0.5 0.019
```
Forces are in eV/Å.

Results
**Energy relative to the best compared isomer or geometry (same formula, charge and spin)**: 101.5 kcal per mole
**Charge**: 0
**E**: -383.7484 Eh
**SMILES**: C[C@@]12C=CO[C@H]1CO2
**Kohn-Sham gap**: 0.36640 Eh
**E_LUMO**: 0.03628 Eh


The following is a DFT calculation (ωB97M-V/def2-TZVPD) of a 2-piece molecular cluster, C6H8O2 overall in a non-equilibrium geometry.

```
16
Properties=species:S:1:pos:R:3:forces:R:3:lowdin_charge:R:1
C -1.42375 0.09524 0.56332 1.3 -0.7 0.4 0.004
C -1.52960 0.37151 -0.90297 0.7 -0.2 -0.4 -0.558
O -2.69987 0.06103 -1.49121 -0.3 0.1 -0.3 0.110
O -0.61215 0.76745 -1.58074 -1.0 -0.1 0.1 0.072
H -3.36202 -0.25016 -0.86244 0.2 0.0 0.1 0.107
H -1.02766 0.97360 1.06242 -0.1 0.2 0.0 0.086
H -0.58171 -0.67566 0.70046 -1.7 0.8 -0.2 0.085
H -2.36762 -0.18753 1.02262 0.1 -0.2 0.1 0.078
C 1.94824 0.18449 0.73998 -0.7 -0.4 0.4 -0.208
C 1.72163 1.32216 0.10182 -0.9 0.3 -1.0 0.018
C 1.52746 -1.09892 0.23324 1.5 0.1 -0.3 -0.180
C 1.53781 -2.19795 -0.25496 -0.5 0.3 0.1 0.132
H 2.36911 0.13808 1.73835 0.1 0.2 0.0 0.100
H 1.17071 1.33377 -0.87328 0.9 0.0 1.1 0.068
H 1.90373 2.27602 0.56813 0.4 0.1 0.1 0.060
H 1.42570 -3.11313 -0.76474 0.0 -0.4 -0.1 0.025
```
Forces are in eV/Å.

Results
**Energy relative to the best compared isomer or geometry (same formula, charge and spin)**: 64.2 kcal per mole
**Charge**: 0
**E**: -383.8079 Eh
**SMILES**: CC(=O)O.C#CC=C
**Kohn-Sham gap**: 0.36172 Eh
**E_LUMO**: 0.02122 Eh


The following is a DFT calculation (ωB97M-V/def2-TZVPD) of an isolated ion of composition C6H8O2P and charge -1 in a non-equilibrium geometry.

```
17
Properties=species:S:1:pos:R:3:forces:R:3:lowdin_charge:R:1
C -0.74674 -1.28497 0.57430 -0.1 1.0 -0.6 -0.123
C 0.00049 0.79870 -0.32533 2.0 -2.2 0.6 -0.320
C -1.51841 -1.15770 -0.75805 2.1 0.5 1.3 -0.187
C -1.19293 0.28482 -1.18012 1.3 2.0 0.6 -0.230
C 0.14735 -0.30893 0.71817 0.2 2.1 -0.8 -0.372
C 1.20333 -0.25712 1.80608 -2.3 1.6 -0.7 -0.069
O 1.22877 2.57979 -2.10406 -0.9 0.1 -1.4 -0.397
O 2.58772 1.98778 -0.08693 -1.4 -1.1 -0.2 -0.427
P 1.35227 1.71629 -0.92552 0.7 0.1 2.3 0.502
H -0.86551 -1.96761 1.38422 -0.4 -1.0 0.1 0.073
H -2.55018 -1.22615 -0.54732 -1.3 -0.8 -0.5 0.068
H -1.03195 -1.90811 -1.41607 -1.0 0.3 -0.2 0.104
H -0.80677 0.41157 -2.18235 -0.9 -0.1 -0.6 0.079
H -1.90527 1.08500 -0.87854 -0.6 -1.1 -0.9 0.105
H 1.56620 0.79775 1.71765 0.4 -1.2 0.9 0.064
H 1.86331 -1.00770 1.47315 1.5 -0.6 0.2 0.055
H 0.66831 -0.54339 2.73074 0.8 0.3 -0.1 0.073
```
Forces are in eV/Å.

Results
**Energy relative to the best compared isomer or geometry (same formula, charge and spin)**: 0.0 kcal per mole
**Charge**: -1
**E**: -725.3004 Eh
**Kohn-Sham gap**: 0.25315 Eh
**E_LUMO**: 0.14276 Eh